No. 1
ORCA calculation (ωB97M-V with the def2-TZVPD basis set) on the molecule C3H4N2O2.

Calculated values
E in eV: -10245.026
Structure (SMILES): C=NNC(=O)C=O
Orbital gap in eV: 8.06
Relative energy (zero: lowest compared OMol25 entry of this formula, charge and spin) in eV: 7.239
Multiplicity: 1
F_max in eV Å⁻¹: 9.6
LUMO in Ha: -0.0412

Geometry (Å):
C1 1.6849 -0.3546 0.5657
C2 -1.0517 0.5198 -0.2974
C3 -1.1544 -0.9272 -0.0378
H1 2.5535 -0.1360 1.1856
H2 1.1477 -1.4177 0.4900
H3 0.1619 2.0078 -1.1509
H4 -2.2617 -0.7557 0.5348
N1 1.4929 0.9973 -0.1054
N2 0.1904 1.1818 -0.4356
O1 -2.2372 0.7851 -0.5922
O2 -0.5263 -1.9007 -0.1568



No. 2
ORCA calculation (ωB97M-V with the def2-TZVPD basis set) on the molecule C3H4N2O2.

Calculated values
E in eV: -10250.033
Structure (SMILES): N#C[C@@H](O)C(N)=O
Orbital gap in eV: 11.38
Relative energy (zero: lowest compared OMol25 entry of this formula, charge and spin) in eV: 2.233
Multiplicity: 1
F_max in eV Å⁻¹: 4.3
LUMO in Ha: 0.0189

Geometry (Å):
C1 -1.5119 0.4417 -0.0532
C2 0.7942 -0.0949 -0.1502
C3 -0.6112 -0.3959 0.6033
N1 -2.2908 1.0970 -0.5394
N2 1.3896 1.1046 -0.1204
O1 1.1041 -0.9820 -0.9536
O2 -0.9346 -1.7658 0.3890
H1 -0.6889 -0.3559 1.7620
H2 1.2550 1.9542 0.4494
H3 2.0301 1.1252 -0.9411
H4 -0.5357 -2.1281 -0.4459



No. 3
ORCA calculation (ωB97M-V with the def2-TZVPD basis set) on the molecule C3H4N2O2.

Calculated values
E in eV: -10248.115
Orbital gap (spin up / spin down) in eV: 8.11 / 8.10
Relative energy (zero: lowest compared OMol25 entry of this formula, charge and spin) in eV: 4.150
Multiplicity: 1
F_max in eV Å⁻¹: 0.7
LUMO (spin up / spin down) in Ha: -0.0393 / -0.0393

Geometry (Å):
C1 -0.4020 -0.2636 -1.6356
N1 -0.1767 -0.1712 -0.3633
N2 -1.0653 0.3944 0.4636
C2 -0.5192 1.1306 1.4799
O1 0.6380 1.4927 1.6134
C3 1.0193 -0.9355 0.0965
O2 1.2333 -1.2135 1.2232
H1 0.1747 -0.9527 -2.2393
H2 -1.2145 0.3150 -2.0493
H3 1.6328 -1.2206 -0.7723
H4 -1.3204 1.4245 2.1831



No. 4
ORCA calculation (ωB97M-V with the def2-TZVPD basis set) on a cluster of 2 separate species, C3H4N2O2 in total.

Calculated values
E in eV: -10246.201
Orbital gap in eV: 7.41
Relative energy (zero: lowest compared OMol25 entry of this formula, charge and spin) in eV: 6.064
Multiplicity: 1
F_max in eV Å⁻¹: 3.8
LUMO in Ha: -0.0437

Geometry (Å):
C1 -0.9885 0.6407 -0.1137
C2 0.7016 -0.5709 -1.1728
C3 0.4232 0.1966 0.9108
O1 -1.0998 0.1068 -1.2340
N1 -1.6156 1.4978 0.5585
N2 0.9366 -1.7341 -0.9817
O2 0.3480 -0.7268 1.6815
H1 -1.3131 1.7375 1.4948
H2 0.4422 -2.4463 -0.4572
H3 1.0971 0.2188 -1.7902
H4 1.0683 1.0799 1.1041



No. 5
ORCA calculation (ωB97M-V with the def2-TZVPD basis set) on the molecule C3H4N2O2.

Calculated values
E in eV: -10245.572
Orbital gap (spin up / spin down) in eV: 7.42 / 7.42
Relative energy (zero: lowest compared OMol25 entry of this formula, charge and spin) in eV: 6.693
Multiplicity: 1
F_max in eV Å⁻¹: 4.7
LUMO (spin up / spin down) in Ha: -0.0307 / -0.0307

Geometry (Å):
C1 1.9035 -0.7620 -0.3225
C2 -0.5199 -0.8315 0.0910
C3 -1.6399 0.0437 0.2296
N1 0.5713 -1.2511 -0.0967
N2 2.1601 0.4684 -0.1414
O1 1.4191 1.4278 0.1093
O2 -1.5302 1.2763 -0.3316
H1 2.5767 -1.6026 -0.6145
H2 -2.6499 -0.4802 -0.1461
H3 -1.6714 0.2380 1.3054
H4 -0.6193 1.4733 -0.0825



No. 6
ORCA calculation (ωB97M-V with the def2-TZVPD basis set) on the molecule C3H4N2O2.

Calculated values
E in eV: -10246.703
Orbital gap in eV: 8.35
Relative energy (zero: lowest compared OMol25 entry of this formula, charge and spin) in eV: 5.562
Multiplicity: 1
F_max in eV Å⁻¹: 0.7
LUMO in Ha: -0.0236

Geometry (Å):
C1 1.0627 0.6222 -0.5118
C2 -0.8841 -0.5240 -0.1595
N1 1.2429 0.2367 0.7898
N2 -0.0141 0.1880 -1.1012
C3 -0.0536 -0.4865 1.1441
O1 0.1845 1.1462 1.4122
O2 -0.1924 -1.2698 2.0544
H1 1.7903 1.2269 -1.0430
H2 -0.2569 0.4047 -2.0588
H3 -1.0527 -1.5504 -0.4840
H4 -1.8265 0.0060 -0.0422



No. 7
ORCA calculation (ωB97M-V with the def2-TZVPD basis set) on the molecule C3H4N2O2.

Calculated values
E in eV: -10242.909
Structure (SMILES): C#C/C(=N/O)NO
Orbital gap in eV: 9.42
Relative energy (zero: lowest compared OMol25 entry of this formula, charge and spin) in eV: 9.356
Multiplicity: 1
F_max in eV Å⁻¹: 10.8
LUMO in Ha: 0.0117

Geometry (Å):
C1 -0.2096 -0.2519 0.0815
C2 1.1585 -0.8749 0.1219
C3 2.4155 -1.0251 -0.2092
H1 0.7927 1.4072 1.0645
H2 -1.0357 1.6940 0.0739
H3 -2.8691 -0.7509 0.6518
H4 3.3492 -1.3814 -0.0813
N1 -0.2026 1.1421 -0.3211
N2 -1.2333 -0.9604 0.1748
O1 0.9874 1.5831 0.1235
O2 -2.2839 -0.2494 -0.2047



No. 8
ORCA calculation (ωB97M-V with the def2-TZVPD basis set) on a cluster of 2 separate species, C3H4N2O2 in total.

Calculated values
E in eV: -10247.774
Structure (SMILES): N=C=C=N.O=CO
Orbital gap in eV: 7.92
Relative energy (zero: lowest compared OMol25 entry of this formula, charge and spin) in eV: 4.491
Multiplicity: 1
F_max in eV Å⁻¹: 1.5
LUMO in Ha: -0.0195

Geometry (Å):
C1 1.2763 -0.1891 -0.5153
C2 -1.1201 0.5837 -0.0968
C3 -1.3693 -0.5871 0.4434
O1 1.8691 0.8657 0.0383
N1 -1.3648 1.7169 -0.5014
N2 -1.1877 -1.6704 0.9704
O2 1.3660 -1.3180 -0.0987
H1 2.2698 0.6183 0.8882
H2 -2.2763 2.1407 -0.3365
H3 -0.3530 -2.2156 0.7359
H4 0.8898 0.0548 -1.5275



No. 9
ORCA calculation (ωB97M-V with the def2-TZVPD basis set) on the molecule C3H4N2O2S.

Calculated values
E in eV: -21081.593
Structure (SMILES): O=[N+]([O-])[C@@H]1C=CNS1
Orbital gap in eV: 9.00
Relative energy (zero: lowest compared OMol25 entry of this formula, charge and spin) in eV: 5.239
Multiplicity: 1
F_max in eV Å⁻¹: 2.6
LUMO in Ha: 0.0175

Geometry (Å):
C1 -0.5785 0.7412 -0.2773
C2 -1.4325 0.1115 0.4868
C3 0.4740 -0.0600 -0.8132
N1 -1.3850 -1.2937 0.3804
N2 1.8918 0.3889 0.0897
O1 2.2838 1.5087 -0.0832
O2 2.3587 -0.4329 0.8415
S1 -0.0619 -1.7297 -0.6116
H1 -0.6173 1.7795 -0.2651
H2 -2.0560 0.7278 1.0263
H3 0.5476 0.2157 -1.9104
H4 -1.4247 -1.9571 1.1359



No. 10
ORCA calculation (ωB97M-V with the def2-TZVPD basis set) on the molecule C3H4N2O3.

Calculated values
E in eV: -12292.829
Structure (SMILES): O=CC(/C=N/O)=N\O
Orbital gap in eV: 8.92
Relative energy (zero: lowest compared OMol25 entry of this formula, charge and spin) in eV: 6.167
Multiplicity: 1
F_max in eV Å⁻¹: 5.7
LUMO in Ha: -0.0215

Geometry (Å):
C1 -1.0668 -0.7053 0.1018
C2 0.3232 -0.2734 0.0384
C3 0.5388 1.1985 0.0862
H1 -3.8626 0.6126 0.2424
H2 -1.5942 -1.7780 0.4916
H3 -0.3552 1.7430 0.4084
H4 2.8151 -0.0314 -0.0899
N1 -1.8673 0.3445 -0.2785
N2 1.2602 -1.1479 0.0528
O1 -3.1887 -0.1720 -0.0112
O2 1.7084 1.5666 0.0140
O3 2.5397 -0.9248 -0.1067



No. 11
ORCA calculation (ωB97M-V with the def2-TZVPD basis set) on a structure of composition C3H4N2O3.

Calculated values
E in eV: -12296.967
Orbital gap in eV: 10.40
Relative energy (zero: lowest compared OMol25 entry of this formula, charge and spin) in eV: 2.029
Multiplicity: 1
F_max in eV Å⁻¹: 1.1
LUMO in Ha: 0.0182

Geometry (Å):
C1 -1.2457 -1.8372 -0.7350
C2 -0.2882 0.0074 0.2417
C3 0.9759 1.4737 0.8533
H1 -0.2875 -2.2661 -1.0028
H2 -1.8659 -2.6584 -0.4500
H3 -1.6978 -1.3024 -1.6060
H4 2.2471 2.8739 0.7890
N1 0.3846 0.2400 -0.8579
N2 0.0420 0.7544 1.3359
O1 -1.1678 -0.9716 0.4144
O2 1.2637 1.2285 -0.4228
O3 1.6397 2.4578 1.4401



No. 12
ORCA calculation (ωB97M-V with the def2-TZVPD basis set) on the molecule C3H4N2O3.

Calculated values
E in eV: -12291.453
Structure (SMILES): O=C[C@H]1ON=CNO1
Orbital gap in eV: 9.85
Relative energy (zero: lowest compared OMol25 entry of this formula, charge and spin) in eV: 7.542
Multiplicity: 1
F_max in eV Å⁻¹: 6.5
LUMO in Ha: 0.0115

Geometry (Å):
C1 0.8084 -0.6095 -1.4431
C2 0.8554 0.4053 -0.2918
C3 -1.1940 -0.0196 1.5819
H1 1.8590 -1.1265 -1.4813
H2 1.8688 0.9021 -0.3979
H3 0.2549 -1.9246 1.6448
H4 -2.1544 -0.1810 2.2734
N1 -0.1471 -1.0122 0.9569
N2 -1.3077 1.0309 0.8205
O1 -0.0926 -0.5194 -2.2324
O2 1.0226 -0.3103 0.8112
O3 -0.2379 1.2725 -0.2740



No. 13
ORCA calculation (ωB97M-V with the def2-TZVPD basis set) on the molecule C3H4N2O3.

Calculated values
E in eV: -12292.451
Structure (SMILES): O=C[C@H]1ON=CNO1
Orbital gap in eV: 9.97
Relative energy (zero: lowest compared OMol25 entry of this formula, charge and spin) in eV: 6.544
Multiplicity: 1
F_max in eV Å⁻¹: 4.7
LUMO in Ha: 0.0039

Geometry (Å):
C1 -2.0596 0.1695 0.4352
C2 -0.6327 0.0871 -0.0218
C3 1.7747 0.2674 -0.0821
H1 -2.0745 0.4539 1.5277
H2 -0.5816 -0.3833 -1.0304
H3 1.3513 -1.6089 -0.9620
H4 2.7893 0.2279 -0.6666
N1 1.2581 -1.0241 -0.0205
N2 1.2477 1.4122 0.0921
O1 -2.9679 0.0522 -0.4246
O2 0.0356 -0.9075 0.8271
O3 -0.1405 1.2535 0.3258



No. 14
ORCA calculation (ωB97M-V with the def2-TZVPD basis set) on the molecule C3H4N2O3.

Calculated values
E in eV: -12295.728
Structure (SMILES): O=C1NN=COCO1
Orbital gap in eV: 10.28
Relative energy (zero: lowest compared OMol25 entry of this formula, charge and spin) in eV: 3.267
Multiplicity: 1
F_max in eV Å⁻¹: 4.7
LUMO in Ha: 0.0216

Geometry (Å):
C1 -1.6073 -0.1680 -0.1970
C2 1.4102 0.8322 -0.1530
C3 0.4778 -1.2969 0.2926
H1 -1.5931 1.8628 -0.1276
H2 2.4592 1.3480 -0.1616
H3 0.4211 -0.8383 1.3244
H4 0.8682 -2.4332 0.0881
N1 -0.9169 1.0217 -0.0113
N2 0.3618 1.4912 -0.0904
O1 -2.8102 -0.0791 -0.1480
O2 1.6143 -0.6063 -0.4134
O3 -0.6850 -1.1342 -0.4026



No. 15
ORCA calculation (ωB97M-V with the def2-TZVPD basis set) on the molecule C3H4N2O3.

Calculated values
E in eV: -12295.460
Structure (SMILES): Oc1cnn(O)c1O
Orbital gap in eV: 8.78
Relative energy (zero: lowest compared OMol25 entry of this formula, charge and spin) in eV: 3.535
Multiplicity: 1
F_max in eV Å⁻¹: 3.2
LUMO in Ha: 0.0172

Geometry (Å):
C1 -0.3387 0.8976 0.1389
C2 0.6962 0.9739 -0.7884
C3 -0.4306 -0.4690 0.4710
H1 -0.8379 2.7223 0.4995
H2 1.1550 1.8622 -1.2408
H3 1.5312 -2.4320 -0.9966
H4 -1.9437 -0.5059 1.5619
N1 1.2712 -0.2347 -0.9987
N2 0.5437 -1.0523 -0.2475
O1 -1.1874 1.7869 0.6590
O2 0.8000 -2.4073 -0.3814
O3 -1.2590 -1.1417 1.3231



No. 16
ORCA calculation (ωB97M-V with the def2-TZVPD basis set) on the molecule C3H4N2OS.

Calculated values
E in eV: -19036.378
Structure (SMILES): SNc1ncco1
Orbital gap in eV: 9.15
Relative energy (zero: lowest compared OMol25 entry of this formula, charge and spin) in eV: 2.671
Multiplicity: 1
F_max in eV Å⁻¹: 4.7
LUMO in Ha: 0.0194

Geometry (Å):
C1 1.5895 0.9716 -0.0443
C2 1.8534 -0.2897 0.3985
C3 -0.1981 -0.1926 -0.1030
N1 0.2636 1.0017 -0.3824
N2 -1.6399 -0.8243 -0.3165
O1 0.7205 -1.0222 0.3272
S1 -3.0873 0.0276 0.3170
H1 2.0891 1.8210 -0.2381
H2 2.7019 -0.7756 0.5413
H3 -1.5286 -1.7939 -0.1219
H4 -2.7640 1.0764 -0.3780



No. 17
ORCA calculation (ωB97M-V with the def2-TZVPD basis set) on a cluster of 2 separate species, C3H4N2OS in total.

Calculated values
E in eV: -19033.449
Orbital gap in eV: 8.55
Relative energy (zero: lowest compared OMol25 entry of this formula, charge and spin) in eV: 5.599
Multiplicity: 1
F_max in eV Å⁻¹: 6.2
LUMO in Ha: -0.0165

Geometry (Å):
C1 1.5752 0.5970 1.3030
C2 -0.8348 0.1888 -0.4319
C3 -2.2359 0.5175 -0.6898
H1 2.2966 0.3255 0.4894
H2 2.2672 1.5211 1.7108
H3 1.6220 -0.2045 2.1094
H4 -0.1127 -2.4073 -2.1217
N1 -0.3051 -0.9286 -0.8036
N2 -3.2828 1.0542 -0.9401
O1 -1.0326 -1.9089 -1.3041
S1 0.0430 1.2452 0.6786



No. 18
ORCA calculation (ωB97M-V with the def2-TZVPD basis set) on a structure of composition C3H4N2OS2.

Calculated values
E in eV: -29869.282
Orbital gap in eV: 8.27
Relative energy (zero: lowest compared OMol25 entry of this formula, charge and spin) in eV: 4.861
Multiplicity: 1
F_max in eV Å⁻¹: 8.3
LUMO in Ha: -0.0215

Geometry (Å):
C1 0.8127 0.1641 -2.6745
C2 -0.5110 -1.2360 0.8799
C3 -0.0602 1.0944 1.8307
H1 0.5566 1.0673 -3.6380
H2 0.9479 -0.9421 -3.4002
H3 -1.5385 -0.1525 2.3227
H4 -0.7473 1.9681 2.0296
N1 0.4144 0.4692 -1.2913
N2 -0.8721 -0.0737 1.5670
O1 -0.9074 -2.3370 1.0880
S1 0.3909 -1.1421 -0.6513
S2 1.5143 1.1203 1.9374



No. 19
ORCA calculation (ωB97M-V with the def2-TZVPD basis set) on the molecule C3H4N2OS2.

Calculated values
E in eV: -29869.429
Structure (SMILES): C=NS/C(C=S)=N\O
Orbital gap in eV: 8.05
Relative energy (zero: lowest compared OMol25 entry of this formula, charge and spin) in eV: 4.715
Multiplicity: 1
F_max in eV Å⁻¹: 5.1
LUMO in Ha: -0.0219

Geometry (Å):
C1 -0.3728 0.3330 -0.1385
C2 3.1972 -1.1840 0.1714
C3 -0.9595 -1.0721 0.1143
H1 -1.2213 3.2705 0.6223
H2 3.9643 -0.4036 0.3216
H3 3.5267 -2.1888 0.4473
H4 -0.2233 -1.8654 0.3291
N1 -1.2031 1.3028 0.0379
N2 1.9040 -0.9960 -0.0710
O1 -0.4979 2.5521 0.1250
S1 1.3694 0.6447 -0.1878
S2 -2.5044 -1.2596 -0.0229



No. 20
ORCA calculation (ωB97M-V with the def2-TZVPD basis set) on a cluster of 2 separate species, C3H4N2OS2 in total.

Calculated values
E in eV: -29870.099
Orbital gap in eV: 8.01
Relative energy (zero: lowest compared OMol25 entry of this formula, charge and spin) in eV: 4.045
Multiplicity: 1
F_max in eV Å⁻¹: 4.7
LUMO in Ha: -0.0436

Geometry (Å):
C1 1.0690 0.8856 -0.3043
C2 3.1817 0.2679 0.0746
C3 0.6489 -0.5593 -0.4458
N1 2.1989 1.2570 0.0674
N2 -0.3029 -0.8755 0.5128
O1 -0.5076 2.1468 -0.2342
S1 4.7383 0.5658 0.2333
S2 2.4820 -1.3000 -0.3425
H1 0.2010 -0.7065 -1.4894
H2 -0.2744 -0.6755 1.5357
H3 -1.1961 -1.2145 0.2751
H4 -0.0468 2.8704 -0.6963